Record 1
A structure of composition C50H40BeN4OP2S at a distorted geometry, computed with ωB97M-V/def2-TZVPD.

- LUMO level (eV) = -5.3
- ΔE to the lowest compared entry with this formula, charge and spin (kJ/mol) = 369.4
- net charge = +2
- DFT total energy (hartree) = -3318.797037

CARTESIAN COORDINATES (ANGSTROEM)
Be (0.2442, 0.2461, -1.4197)
O (1.6165, -0.3156, -0.8942)
S (2.2466, -0.4925, 0.4696)
C (1.5653, -1.9151, 1.3365)
C (2.4987, -2.2215, 2.3119)
C (2.3499, -3.2583, 3.2346)
C (1.2608, -4.0745, 3.0747)
C (0.8404, -5.3018, 3.8163)
C (-0.3620, -5.8490, 3.0233)
C (-0.6529, -4.8036, 1.9991)
C (-1.6597, -4.7160, 1.0753)
C (-1.6925, -3.5824, 0.2636)
C (-0.7386, -2.5710, 0.2968)
P (-1.2122, -1.1819, -0.7813)
C (-1.6865, -2.0148, -2.3285)
C (-2.9578, -2.0165, -2.8886)
C (-3.1520, -2.5646, -4.1458)
C (-2.0970, -3.1337, -4.8368)
C (-0.8334, -3.1649, -4.2665)
C (-0.6262, -2.5939, -3.0264)
C (-2.7311, -0.5408, -0.0243)
C (-3.5371, 0.3094, -0.7810)
C (-4.6988, 0.8247, -0.2351)
C (-5.0414, 0.5305, 1.0757)
C (-4.2056, -0.2570, 1.8497)
C (-3.0514, -0.7925, 1.3062)
C (0.3817, -2.6817, 1.1735)
C (0.3339, -3.8001, 2.0479)
C (0.1362, 0.9815, 1.9222)
C (-0.4004, 0.4501, 3.0343)
C (0.4642, -0.2368, 3.9740)
C (1.7851, 0.0848, 3.9643)
C (2.7219, 0.4027, 5.0936)
C (3.0807, 1.8898, 4.8033)
C (2.6682, 2.0866, 3.3735)
C (2.4234, 3.3018, 2.6292)
C (1.4867, 3.3012, 1.6667)
C (0.8342, 2.0590, 1.1354)
P (0.0647, 2.1822, -0.5085)
C (1.1763, 3.2067, -1.5074)
C (0.7040, 4.1501, -2.4143)
C (1.5832, 4.7467, -3.3018)
C (2.9242, 4.4010, -3.2910)
C (3.3997, 3.4685, -2.3810)
C (2.5296, 2.8682, -1.4923)
C (-1.4129, 3.1683, -0.1677)
C (-1.6860, 3.7421, 1.0697)
C (-2.8191, 4.5194, 1.2261)
C (-3.6820, 4.7263, 0.1618)
C (-3.4288, 4.1263, -1.0621)
C (-2.3077, 3.3341, -1.2241)
C (1.5539, 0.7938, 1.5598)
C (2.2321, 0.9174, 2.8494)
H (3.3985, -1.6196, 2.3458)
H (3.0794, -3.4155, 4.0129)
H (0.5524, -5.0458, 4.8383)
H (1.6549, -6.0225, 3.8817)
H (-1.2253, -6.0449, 3.6581)
H (-0.1150, -6.7846, 2.5185)
H (-2.4194, -5.4754, 0.9831)
H (-2.5166, -3.4787, -0.4309)
H (-3.7964, -1.6045, -2.3473)
H (-4.1381, -2.5490, -4.5803)
H (-2.2571, -3.5591, -5.8146)
H (-0.0182, -3.6410, -4.7905)
H (0.3580, -2.5972, -2.5704)
H (-3.2547, 0.5478, -1.7988)
H (-5.3392, 1.4543, -0.8335)
H (-5.9561, 0.9207, 1.4943)
H (-4.4564, -0.4624, 2.8788)
H (-2.4025, -1.4116, 1.9092)
H (-1.4194, 0.6229, 3.3441)
H (0.0084, -0.7210, 4.8228)
H (3.6193, -0.2174, 5.0443)
H (2.2579, 0.2721, 6.0680)
H (4.1360, 2.1192, 4.9577)
H (2.5047, 2.5555, 5.4477)
H (2.9095, 4.2203, 2.9162)
H (1.2715, 4.2073, 1.1171)
H (-0.3437, 4.4142, -2.4289)
H (1.2253, 5.4775, -4.0129)
H (3.5966, 4.8659, -3.9948)
H (4.4466, 3.2073, -2.3675)
H (2.8939, 2.1332, -0.7833)
H (-1.0257, 3.5866, 1.9104)
H (-3.0168, 4.9689, 2.1861)
H (-4.5498, 5.3560, 0.2831)
H (-4.1045, 4.2785, -1.8902)
H (-2.1114, 2.8322, -2.1647)
N (3.6653, -1.1473, -4.2479)
C (2.9154, -0.6323, -5.2322)
N (3.3636, -0.6631, -6.4827)
N (1.7363, -0.0856, -5.0064)
C (1.1052, 0.1009, -3.9455)
N (0.3899, 0.3590, -3.0567)
H (4.5678, -1.5489, -4.4342)
H (3.3206, -1.1527, -3.3018)
H (4.2505, -1.0803, -6.7147)
H (2.8057, -0.2789, -7.2269)


Record 2
A structure of composition C50H40BrF5GeN7O2Sc at a distorted geometry, computed with ωB97M-V/def2-TZVPD.

- LUMO level (eV) = -5.9
- net charge = +2
- DFT total energy (hartree) = -8373.623184

CARTESIAN COORDINATES (ANGSTROEM)
Sc (-1.3556, 0.3574, -0.5425)
O (-3.6758, 1.6293, 2.5858)
C (-3.0752, 1.1235, 3.6398)
C (-3.1190, 1.6637, 4.8961)
C (-2.4953, 1.0730, 5.9671)
C (-1.8334, -0.1009, 5.7960)
C (-1.7812, -0.6944, 4.5519)
C (-2.3416, -0.0546, 3.4202)
C (-2.1053, -0.6445, 2.1049)
O (-1.2020, 0.0471, 1.3004)
N (-3.3451, -0.7387, 1.3161)
N (-3.0819, -1.0318, 0.0203)
C (-3.7770, -1.9488, -0.5740)
C (-3.5032, -2.4173, -1.8722)
Br (-1.9623, -1.4064, -2.5651)
C (-4.1395, -3.2933, -2.6322)
C (-5.1796, -4.2488, -2.2626)
C (-5.8950, -4.7452, -3.3785)
C (-6.8675, -5.7313, -3.2038)
C (-7.0903, -6.2476, -1.9504)
C (-6.3695, -5.7421, -0.8080)
C (-5.4449, -4.7565, -0.9985)
H (-3.6680, 0.9674, 1.8579)
H (-3.7397, 2.5151, 4.9759)
H (-2.6065, 1.5327, 6.9621)
H (-1.4511, -0.6104, 6.6738)
H (-1.4102, -1.6431, 4.3314)
H (-1.7205, -1.6574, 2.2873)
H (-3.9408, -1.4009, 1.7670)
H (-4.6096, -2.4648, -0.0993)
H (-3.7774, -3.4289, -3.6715)
H (-5.7716, -4.2753, -4.3297)
H (-7.3845, -6.2144, -3.9888)
H (-7.8017, -7.1058, -1.7807)
H (-6.6438, -6.1934, 0.1393)
H (-4.9750, -4.3807, -0.0754)
C (0.2996, 2.7821, 0.6672)
N (0.7172, 1.4242, 0.3131)
C (1.8403, 1.1085, -0.5279)
C (1.3766, 0.9773, -1.9483)
N (0.0947, 0.9157, -2.2335)
C (0.1428, 1.0651, -3.6360)
C (-0.9412, 1.0523, -4.5152)
C (-0.6899, 1.2988, -5.8949)
C (0.6375, 1.3947, -6.3707)
C (1.6959, 1.2526, -5.5016)
C (1.4280, 1.2488, -4.1461)
N (2.1676, 1.2692, -2.9546)
C (-1.1573, 3.1591, 0.3790)
N (-1.9965, 2.3124, -0.2332)
C (-3.1955, 2.9554, -0.3494)
C (-4.3662, 2.3202, -0.7444)
C (-5.5205, 3.0723, -0.6480)
C (-5.3987, 4.4174, -0.2438)
C (-4.2588, 5.0779, 0.0940)
C (-3.0777, 4.2625, -0.0068)
N (-1.7914, 4.3423, 0.5029)
H (1.0720, 3.5079, 0.2486)
H (0.4759, 2.9407, 1.7350)
H (0.6532, 0.8443, 1.1798)
H (2.1283, 0.1565, -0.0981)
H (2.7054, 1.7945, -0.4374)
H (-1.9613, 1.0281, -4.1183)
H (-1.6147, 1.3236, -6.4383)
H (0.9086, 1.3540, -7.4489)
H (2.7284, 1.4567, -5.7771)
H (3.1779, 1.4349, -2.9773)
H (-4.2907, 1.2379, -0.9712)
H (-6.5002, 2.7214, -0.8619)
H (-6.3872, 4.9168, -0.2901)
H (-4.1584, 6.1189, 0.4188)
H (-1.4991, 5.1586, 0.9649)
Ge (5.5981, -0.8042, 1.1013)
C (5.1470, -0.4716, -0.7112)
C (4.3716, -1.3766, -1.4156)
C (4.1457, -1.2822, -2.8110)
C (4.9217, -0.4003, -3.5958)
C (5.7529, 0.5212, -2.8784)
C (5.9246, 0.4561, -1.4893)
C (6.5858, 0.6569, 2.0792)
C (6.2892, 1.9560, 1.8549)
C (6.8432, 2.9391, 2.6988)
C (7.7217, 2.5305, 3.7308)
C (7.9649, 1.1958, 3.9286)
C (7.4100, 0.3012, 3.1009)
H (6.6715, -1.8243, 1.0808)
H (3.7265, -2.1305, -0.8468)
H (3.3187, -1.8952, -3.2979)
H (4.9661, -0.1909, -4.6526)
H (6.2840, 1.2618, -3.4862)
H (6.6861, 1.1133, -0.9713)
H (5.6128, 2.3732, 1.1440)
H (6.7574, 3.9950, 2.5132)
H (8.2474, 3.3684, 4.3133)
H (8.5132, 0.8970, 4.7187)
H (7.5690, -0.7557, 3.3060)
F (4.5670, -3.7909, 1.0915)
C (3.6100, -2.9618, 1.6136)
C (3.9090, -1.6217, 1.8136)
C (3.0026, -0.7971, 2.3611)
F (3.2882, 0.5037, 2.4875)
C (1.7428, -1.2199, 2.6666)
F (0.8575, -0.3699, 3.2008)
C (1.3471, -2.5286, 2.3560)
F (0.1092, -2.9462, 2.6361)
C (2.3533, -3.4499, 1.8145)
F (1.8800, -4.6869, 1.5540)


Record 3
A structure of composition C50H40HfN7P at a distorted geometry, computed with ωB97M-V/def2-TZVPD.

- LUMO level (eV) = -7.1
- net charge = +2
- DFT total energy (hartree) = -2701.649022

CARTESIAN COORDINATES (ANGSTROEM)
Hf (0.4182, -0.2507, -0.4079)
C (2.1738, -4.6620, 5.6705)
C (1.1235, -3.7557, 5.6776)
C (0.8484, -3.0066, 4.5437)
C (1.6330, -3.1496, 3.4015)
C (2.6867, -4.0603, 3.3995)
C (2.9517, -4.8163, 4.5316)
C (1.3222, -2.3517, 2.1815)
C (2.2947, -1.4346, 1.7466)
C (3.5807, -1.2179, 2.3313)
C (4.2874, -0.3993, 1.5019)
C (3.4421, -0.0454, 0.4084)
C (3.7586, 0.8320, -0.6472)
C (5.1543, 1.3592, -0.6986)
C (6.0319, 0.9135, -1.6815)
C (7.3273, 1.4083, -1.7303)
C (7.7473, 2.3521, -0.8051)
C (6.8724, 2.8031, 0.1738)
C (5.5785, 2.3070, 0.2295)
C (2.8705, 1.2915, -1.6270)
N (1.5340, 0.9400, -1.7417)
C (0.9711, 1.7001, -2.7544)
C (-0.3507, 1.5988, -3.2140)
C (-0.7702, 2.5429, -4.2925)
C (-0.2909, 2.3767, -5.5891)
C (-0.6888, 3.2470, -6.5932)
C (-1.5631, 4.2861, -6.3075)
C (-2.0437, 4.4541, -5.0171)
C (-1.6506, 3.5830, -4.0118)
C (-1.3058, 0.6460, -2.8078)
C (-2.6021, 0.4571, -3.3813)
C (-3.1629, -0.6384, -2.7988)
C (-2.2347, -1.1558, -1.8426)
N (-1.1119, -0.3399, -1.8570)
C (-2.4278, -2.2620, -1.0040)
C (-1.5712, -2.6600, 0.0426)
C (-1.7291, -3.7972, 0.8829)
C (-0.7161, -3.7871, 1.8014)
C (0.1073, -2.6572, 1.5332)
N (-0.4370, -1.9752, 0.4546)
C (-3.6575, -3.0713, -1.2247)
C (-3.8439, -3.7442, -2.4301)
C (-4.9918, -4.4932, -2.6385)
C (-5.9634, -4.5658, -1.6507)
C (-5.7855, -3.8938, -0.4492)
C (-4.6342, -3.1525, -0.2336)
C (1.9875, 2.5647, -3.2734)
C (3.1429, 2.3026, -2.6036)
N (2.2260, -0.6803, 0.5842)
H (2.3851, -5.2525, 6.5516)
H (0.5175, -3.6319, 6.5648)
H (0.0268, -2.2995, 4.5459)
H (3.2880, -4.1905, 2.5079)
H (3.7644, -5.5298, 4.5210)
H (3.9179, -1.6512, 3.2579)
H (5.3027, -0.0632, 1.6306)
H (5.7060, 0.1723, -2.4013)
H (8.0095, 1.0541, -2.4913)
H (8.7566, 2.7382, -0.8463)
H (7.1954, 3.5436, 0.8929)
H (4.8929, 2.6634, 0.9893)
H (0.3850, 1.5606, -5.8149)
H (-0.3184, 3.1108, -7.6002)
H (-1.8705, 4.9639, -7.0921)
H (-2.7240, 5.2646, -4.7932)
H (-2.0243, 3.7155, -3.0028)
H (-3.0291, 1.0792, -4.1504)
H (-4.1326, -1.0605, -3.0040)
H (-2.5049, -4.5377, 0.7820)
H (-0.5336, -4.5160, 2.5735)
H (-3.0810, -3.6936, -3.1975)
H (-5.1270, -5.0230, -3.5715)
H (-6.8606, -5.1465, -1.8162)
H (-6.5452, -3.9458, 0.3189)
H (-4.4986, -2.6240, 0.7029)
H (1.8389, 3.2892, -4.0566)
H (4.1022, 2.7724, -2.7456)
C (-1.5831, 2.8397, 3.8880)
N (-1.8953, 1.4088, 3.8365)
C (-3.2564, 1.2358, 3.3243)
N (-3.4712, 1.8683, 2.0218)
C (-3.1192, 3.2878, 2.1173)
N (-1.7547, 3.5126, 2.5992)
C (-0.7479, 3.1167, 1.6274)
P (-0.9141, 1.3037, 1.3132)
C (-0.9200, 0.6694, 3.0533)
C (-2.7304, 1.2000, 0.9648)
H (-0.5591, 2.9775, 4.2377)
H (-2.2576, 3.3073, 4.6053)
H (-3.9444, 1.6898, 4.0374)
H (-3.4834, 0.1708, 3.2525)
H (-3.8068, 3.7609, 2.8184)
H (-3.2432, 3.7607, 1.1421)
H (0.2530, 3.3337, 2.0053)
H (-0.8822, 3.6661, 0.6935)
H (0.0765, 0.7724, 3.4893)
H (-1.1719, -0.3946, 3.0380)
H (-3.0211, 0.1474, 0.8996)
H (-2.9456, 1.6613, -0.0028)


Sequential gap between HOMO and LUMO output: 7.18, 6.60, 5.34 eV
Sequential E_HOMO output: -12.49, -12.50, -12.46 eV